1.
{
  "formula": "C28H80N6O12",
  "method": "ωB97M-V with the def2-TZVPD basis set",
  "symbols": ["O", "O", "O", "O", "O", "O", "O", "O", "O", "O", "O", "O", "N", "N", "N", "N", "N", "N", "C", "C", "C", "C", "C", "C", "C", "C", "C", "C", "C", "C", "C", "C", "C", "C", "C", "C", "C", "C", "C", "C", "C", "C", "C", "C", "C", "C", "H", "H", "H", "H", "H", "H", "H", "H", "H", "H", "H", "H", "H", "H", "H", "H", "H", "H", "H", "H", "H", "H", "H", "H", "H", "H", "H", "H", "H", "H", "H", "H", "H", "H", "H", "H", "H", "H", "H", "H", "H", "H", "H", "H", "H", "H", "H", "H", "H", "H", "H", "H", "H", "H", "H", "H", "H", "H", "H", "H", "H", "H", "H", "H", "H", "H", "H", "H", "H", "H", "H", "H", "H", "H", "H", "H", "H", "H", "H", "H"],
  "coordinates": [[2.203, 1.934, 2.786], [2.939, -1.814, -2.827], [-2.739, 0.506, -0.873], [-0.103, -6.939, -2.085], [-1.710, -1.783, 1.730], [1.661, 3.809, -0.341], [-0.220, 1.391, 1.202], [0.149, -1.572, -2.566], [5.936, 4.154, -0.494], [-3.290, -0.143, 3.446], [-3.333, -5.085, -0.649], [0.134, 3.698, 3.031], [0.811, 1.285, -0.894], [-0.698, 0.539, -3.047], [2.023, 4.703, 2.642], [-0.105, -0.566, -0.055], [-1.507, -1.173, -4.224], [0.190, 5.991, 2.537], [-2.511, 1.957, 3.437], [1.082, 4.270, -2.538], [-1.963, -4.027, 2.319], [0.957, 4.549, -1.035], [4.678, 2.926, 1.065], [0.178, -2.811, 1.823], [3.482, -0.734, -2.472], [0.748, 4.855, 2.751], [-2.435, 0.566, 4.062], [-0.690, -0.737, -3.304], [-0.962, 0.177, 4.310], [0.809, -6.447, 0.106], [-4.975, -3.773, -1.496], [-2.538, -3.028, -1.400], [-3.739, 2.266, 0.301], [-3.560, 0.807, 0.027], [2.924, 0.351, -3.406], [-3.624, -3.870, -0.735], [4.509, 2.517, -1.287], [0.042, -6.069, -1.180], [5.445, 3.013, -0.256], [-1.250, -2.684, 2.390], [-4.926, 0.152, -0.269], [-0.454, 4.330, -0.525], [5.009, -0.835, -2.464], [0.602, -4.762, -1.814], [2.641, 0.612, 2.462], [0.194, 0.691, 0.130], [0.832, -5.551, 0.687], [0.247, -7.180, 0.664], [-5.764, 0.438, 0.432], [4.963, 2.433, -2.289], [2.114, 4.395, -2.777], [0.715, 3.273, -2.920], [1.282, 0.605, -1.474], [-0.936, -0.642, 4.970], [0.501, 5.062, -3.052], [4.983, 3.722, 1.770], [-2.845, 0.553, 5.101], [5.507, 0.107, -2.555], [-2.765, 2.755, 0.560], [-3.574, 2.284, 3.386], [-1.168, -2.437, 3.438], [-5.219, 0.452, -1.260], [2.651, 5.430, 2.322], [-1.194, 5.123, -0.722], [2.345, 3.759, 2.797], [-5.726, -4.456, -1.031], [-2.070, 2.129, 2.498], [-0.440, 0.985, 4.801], [-1.541, -2.179, -4.413], [-0.836, 5.940, 2.505], [1.827, 0.412, -3.362], [-1.607, -3.099, -0.864], [1.260, 5.550, -0.782], [4.086, 1.557, -0.998], [-4.133, 0.104, 3.817], [-5.464, -2.820, -1.499], [5.378, -1.453, -1.717], [-2.486, -1.395, 2.107], [-0.600, -0.992, 0.745], [-4.418, 2.444, 1.032], [0.130, -4.628, -2.717], [3.708, 3.236, -1.473], [4.833, 2.009, 1.635], [-4.277, 2.737, -0.516], [-1.909, -4.376, 1.305], [3.634, 3.038, 0.977], [1.668, -4.912, -2.005], [-1.597, -4.762, 3.011], [1.779, -6.849, 0.017], [-2.805, -2.009, -1.411], [0.191, -3.212, 0.820], [3.152, -0.466, -1.400], [5.298, -1.436, -3.371], [-0.292, 0.821, -2.149], [0.769, -1.895, 1.784], [5.159, 4.748, -0.628], [1.398, 3.945, 0.585], [3.171, 0.136, -4.452], [-0.490, 0.028, 3.369], [-4.884, -0.936, -0.142], [1.163, 2.332, -0.930], [-2.133, -0.616, -4.754], [-0.519, 4.176, 0.507], [-0.851, 3.400, -0.895], [-1.870, 0.306, -0.484], [3.190, 1.339, -3.258], [-3.133, 0.406, 0.935], [-4.827, -4.176, -2.547], [0.778, -3.390, 2.486], [-2.834, -5.302, -1.467], [-0.029, -1.076, -0.962], [-3.065, -3.973, 2.492], [-2.007, 2.635, 4.161], [0.589, 6.962, 2.324], [1.268, 2.022, 2.718], [2.954, 0.581, 1.402], [-1.497, 1.151, -3.270], [3.536, 0.356, 3.036], [-0.802, -6.620, -2.651], [-2.335, -3.269, -2.437], [1.840, -0.076, 2.539], [-3.732, -3.643, 0.331], [0.528, -3.863, -1.206], [6.295, 2.270, -0.126], [-1.030, -5.827, -0.899], [2.003, -1.838, -2.466]],
  "atomic_forces_ev_per_a": [[2.1, -0.7, 0.5], [-4.2, -7.4, -0.8], [5.8, -1.6, -6.8], [0.1, -6.3, -5.3], [-5.7, 8.7, -6.8], [6.8, -6.5, 5.6], [1.6, -2.8, -3.9], [-3.5, 3.0, -3.4], [1.6, 7.5, -1.7], [-4.2, -6.5, -4.4], [3.6, -9.1, -1.1], [0.5, 4.8, -0.9], [1.8, 2.2, -1.3], [-0.7, 2.6, 0.6], [3.8, 1.0, -0.7], [-1.0, -1.9, 0.7], [-0.4, -3.0, -1.2], [-3.2, 5.1, -1.0], [-0.5, 1.6, 3.1], [-1.0, 0.5, -0.1], [-1.4, 0.1, -0.3], [-6.5, 5.0, -4.5], [1.0, 0.5, 1.8], [0.8, -0.5, 1.1], [2.1, 6.7, 2.8], [-1.9, -7.5, 1.8], [4.1, 5.8, 4.7], [3.5, -3.4, 3.6], [-1.3, 0.4, -1.0], [-1.9, -0.1, -0.7], [-0.4, -1.1, -0.3], [-0.2, -0.3, 0.6], [1.9, 0.9, -2.0], [-5.3, 0.8, 6.3], [-0.7, -0.6, -0.8], [-2.9, 7.2, -0.5], [-0.3, -0.4, -2.1], [-0.5, 6.5, 5.2], [-1.4, -7.6, 2.8], [6.1, -8.4, 5.6], [-0.7, -0.1, 1.6], [-2.0, 1.1, -1.7], [-0.8, -0.5, -3.0], [1.7, -0.8, 2.5], [0.7, 1.4, -1.1], [-1.7, 4.3, 4.6], [0.2, 0.6, 0.5], [-0.3, -0.3, 0.2], [1.0, 0.2, -0.6], [0.2, -0.3, 0.4], [0.8, 0.0, -0.6], [0.4, 0.9, 0.8], [0.5, 0.4, -0.1], [0.3, -1.4, 0.6], [0.3, -0.5, 0.1], [0.2, -0.1, -0.3], [0.6, 1.1, 0.2], [0.3, 0.6, 0.3], [-0.9, -0.2, -0.5], [0.5, -0.2, 0.0], [0.2, 0.2, 0.9], [-0.2, -0.2, -0.6], [-0.1, -0.2, 0.2], [0.3, -0.1, -0.4], [0.5, -0.3, 0.0], [0.7, 0.3, -0.2], [0.8, -0.4, -1.1], [-0.2, 0.5, 0.1], [0.2, 0.8, 0.2], [0.8, 0.2, 0.1], [0.2, -0.6, 0.0], [0.4, -0.2, 0.3], [-0.2, 1.6, -0.8], [-0.1, 0.0, -0.1], [-0.5, -0.4, -0.4], [0.0, 0.8, -0.3], [0.6, -0.7, 2.0], [-1.2, 0.8, 0.4], [0.1, 0.3, -0.8], [-1.7, 0.2, 2.9], [-1.2, 0.6, -2.2], [-0.2, 0.0, 0.5], [0.1, -0.1, -0.3], [0.5, 0.3, -0.8], [0.3, -0.6, -0.5], [-1.3, 0.1, -0.5], [0.0, 0.0, -0.2], [0.5, -0.3, 0.2], [1.3, -0.2, -0.7], [-0.4, 1.4, 0.1], [-0.1, -0.3, -0.2], [0.5, 0.1, -0.8], [-0.4, 0.7, 0.4], [0.1, 0.2, -0.5], [-0.6, 0.3, 0.1], [1.1, -0.1, 0.0], [0.6, -0.7, 0.1], [0.0, -0.3, 0.1], [0.7, -0.5, -0.8], [0.2, 0.1, -0.5], [-0.7, -2.9, 1.0], [-0.2, 0.7, -0.1], [0.4, -0.1, 1.9], [-0.2, -0.4, -0.5], [-0.3, 0.0, -0.4], [1.1, 2.1, 0.7], [-0.6, -0.3, 1.1], [-0.1, 0.7, 1.0], [0.5, -1.2, 0.3], [-0.5, -0.6, 0.8], [0.3, 0.4, 0.4], [0.6, 0.4, 0.2], [-0.3, 0.0, -0.7], [-0.4, -2.6, 0.6], [-1.7, 0.0, -0.3], [-0.1, 0.0, 0.2], [0.5, -0.9, -0.1], [-0.4, 0.0, 0.3], [0.0, -0.4, -0.6], [-0.2, -0.6, -0.3], [-0.7, -0.9, 0.5], [-0.4, 1.5, -0.1], [-0.2, 0.0, 0.0], [-0.6, 0.7, -0.4], [1.1, 0.4, 1.1], [1.1, -0.2, -1.2]],
  "mulliken_charge": [-0.74, -0.62, -0.35, -0.59, -0.63, 0.18, 1.17, -0.23, -0.57, -0.51, -0.58, -0.57, 1.91, 0.23, -0.30, 1.81, -0.33, -0.29, -1.01, -1.46, -1.34, 0.54, -0.15, -0.97, 1.98, 0.07, 0.79, 0.21, -1.58, -1.48, -1.59, -0.20, -1.92, 3.16, -0.87, 0.64, 0.03, 1.07, -0.11, 1.13, -1.69, -1.23, -1.81, -0.82, -0.22, 0.04, 0.22, 0.39, 0.39, 0.46, 0.46, 0.10, -0.46, 0.51, 0.45, 0.44, 0.22, 0.37, -0.01, 0.44, 0.19, 0.43, 0.12, 0.44, 0.38, 0.39, -0.21, 0.52, 0.33, 0.27, -0.11, -0.29, 0.40, -0.25, 0.42, 0.33, 0.45, -0.28, -0.42, 0.54, 0.45, -0.36, 0.37, 0.45, 0.11, -0.64, 0.41, 0.46, 0.45, -0.01, -0.27, -0.62, 0.44, -0.60, -0.29, 0.39, -0.52, 0.45, 0.08, 0.14, -1.11, 0.15, 0.32, 0.15, -0.03, 0.12, -1.14, 0.31, 0.70, 0.37, -1.03, 0.30, 0.41, 0.22, 0.18, -0.22, 0.32, 0.48, 0.39, 0.53, -0.13, -0.02, -0.14, 0.34, -0.36, 0.19],
  "largest_force_ev_per_a": 12.491,
  "charge": 0,
  "e_lumo_ev": 0.21
}

2.
{
  "formula": "C6H16",
  "method": "ωB97M-V with the def2-TZVPD basis set",
  "symbols": ["C", "C", "C", "C", "C", "C", "H", "H", "H", "H", "H", "H", "H", "H", "H", "H", "H", "H", "H", "H", "H", "H"],
  "coordinates": [[1.266, 2.818, 0.334], [-1.164, 2.198, 0.490], [-1.342, -1.914, -0.522], [0.863, -3.073, -0.344], [0.258, 1.678, 0.521], [0.177, -1.711, -0.493], [0.808, -3.647, -1.266], [-1.382, 3.097, 1.073], [-1.940, 1.476, 0.773], [-1.655, -2.412, 0.398], [0.450, -1.226, -1.429], [0.401, -3.617, 0.484], [1.907, -2.960, -0.052], [1.629, 3.253, 1.267], [0.466, 1.163, 1.457], [0.839, 3.602, -0.294], [2.190, 2.472, -0.144], [0.376, 0.983, -0.299], [-1.608, -2.457, -1.429], [-1.876, -0.959, -0.507], [-1.457, 2.464, -0.530], [0.430, -1.090, 0.363]],
  "atomic_forces_ev_per_a": [[0.6, -0.1, -0.1], [-1.2, 0.1, -0.3], [0.2, 0.7, 0.3], [0.2, 0.5, 0.3], [0.1, 0.8, 0.2], [-0.6, -0.8, 0.1], [0.0, -0.2, 0.1], [0.5, -0.1, 0.2], [0.4, -0.2, 0.2], [-0.1, -0.4, -0.3], [0.4, 0.2, 0.1], [-0.1, -0.2, -0.2], [0.1, 0.0, -0.3], [-0.5, 0.1, 0.1], [0.0, -0.2, 0.0], [0.1, 0.0, 0.1], [-0.2, -0.1, -0.1], [0.0, -0.3, 0.0], [-0.3, -0.2, 0.2], [0.1, 0.0, -0.3], [0.3, 0.1, -0.1], [0.2, 0.2, -0.1]],
  "nbo_charge": [-0.61, -0.61, -0.60, -0.61, -0.41, -0.40, 0.20, 0.20, 0.21, 0.20, 0.19, 0.20, 0.21, 0.21, 0.20, 0.20, 0.21, 0.20, 0.20, 0.20, 0.20, 0.20],
  "largest_force_ev_per_a": 1.289,
  "charge": 0,
  "e_lumo_ev": 1.12
}

3.
{
  "formula": "C6H8N4O2",
  "method": "ωB97M-V with the def2-TZVPD basis set",
  "symbols": ["O", "O", "N", "N", "N", "N", "C", "C", "C", "C", "C", "C", "H", "H", "H", "H", "H", "H", "H", "H"],
  "coordinates": [[-0.218, -2.847, -1.311], [-0.999, -1.263, 0.100], [0.412, 1.361, -0.789], [1.743, -0.463, 0.450], [1.288, -1.359, -0.417], [-2.066, 0.772, 0.378], [-0.313, 0.537, -1.343], [0.892, 0.398, 1.301], [-1.284, 1.489, 0.981], [-1.463, -0.114, -0.566], [0.168, 1.558, 0.609], [0.113, -1.830, -0.522], [1.585, 0.935, 2.041], [-1.598, 2.308, 1.652], [-2.276, -0.384, -1.184], [0.731, 2.400, 0.781], [-0.183, 0.265, -2.456], [2.647, -0.087, 0.230], [0.613, -3.304, -1.518], [0.208, -0.372, 1.583]],
  "atomic_forces_ev_per_a": [[0.3, -0.7, -0.4], [0.7, -1.4, 0.1], [1.0, 1.2, -0.8], [0.6, 1.7, 1.5], [-0.5, -2.2, -1.1], [-2.3, -1.6, -0.4], [-1.9, -1.4, -2.6], [2.2, -0.3, 0.1], [2.6, 4.1, 1.1], [0.1, 0.4, -0.9], [-0.4, -2.1, -0.6], [0.4, 2.2, 1.5], [-1.1, -1.7, -0.4], [-0.4, -0.8, 0.1], [-0.6, -0.6, -1.2], [0.4, 2.5, 1.3], [-0.2, 0.5, 1.8], [0.0, -0.2, -0.5], [-0.2, 0.1, -0.1], [-0.6, 0.4, 1.7]],
  "nbo_charge": [-0.66, -0.52, -0.37, -0.43, -0.34, -0.40, 0.08, -0.24, 0.16, 0.13, -0.22, 0.69, 0.22, 0.18, 0.18, 0.21, 0.20, 0.38, 0.50, 0.24],
  "largest_force_ev_per_a": 4.934,
  "charge": 0,
  "e_lumo_ev": 0.77
}

What did we get for HOMO energy? Answer: -9.151; -11.304; -8.005 eV, in the order shown.
What did we get for energy? Answer: -2345.94832; -238.18411; -602.80049 Ha, in the order shown.
What did we get for energy above the lowest of the compared OMol25 structures with the same formula, charge and spin? Answer: 833.8; 32.6; 470.1 kJ/mol, in the order shown.